# 1
Here is a cluster of 14 separate species, C46H129N9O14 in total at a distorted geometry from the Open Molecules 2025 dataset. Energies are from the ωB97M-V functional and the def2-TZVPD basis.

Properties
Energy above the lowest of the compared OMol25 structures with the same formula, charge and spin in eV: 3.943
HOMO in eV: -8.186
Kohn-Sham gap in eV: 8.584

ORCA input file:
```
! wB97M-V def2-TZVPD RIJCOSX def2/J DEFGRID3
* xyz 0 1
C 5.7370 5.6086 -3.6952
C 5.8588 4.5058 -4.8110
C 4.5123 3.8552 -5.2686
O 3.9947 3.1476 -4.1983
C 2.7694 2.4858 -4.4815
N 6.5881 5.1968 -5.8772
H 5.2462 5.2075 -2.8085
H 5.1419 6.4632 -4.0173
H 6.7094 6.0499 -3.4765
H 6.4285 3.6560 -4.4348
H 4.6180 3.2824 -6.1899
H 3.9557 4.7628 -5.5021
H 2.6283 1.6432 -3.8047
H 2.7105 2.1715 -5.5235
H 1.9084 3.1303 -4.3044
H 5.9834 5.8748 -6.3186
H 6.5927 4.5090 -6.6168
C -4.7790 -8.5926 0.2825
C -4.8045 -7.5752 1.4041
C -4.7262 -6.1366 0.8982
O -3.5247 -5.9248 0.1462
C -3.1224 -4.5618 -0.0703
N -6.0158 -7.7651 2.1259
H -3.9984 -8.4553 -0.4658
H -5.7587 -8.6206 -0.1945
H -4.4863 -9.5551 0.7020
H -3.9332 -7.7440 2.0370
H -4.8421 -5.4236 1.7144
H -5.5775 -5.9874 0.2341
H -3.9941 -4.0127 -0.4263
H -2.3196 -4.4750 -0.8025
H -2.9337 -4.0662 0.8820
H -6.1685 -8.7629 2.1593
H -6.7079 -7.4453 1.4634
C 2.1611 -1.9098 3.0408
C 2.5435 -3.0418 3.9842
C 3.7934 -2.8061 4.8640
O 4.9149 -2.3816 4.0830
C 6.1439 -2.2632 4.8652
N 1.3712 -3.3602 4.8593
H 1.8469 -1.0012 3.5544
H 1.3861 -2.2351 2.3467
H 2.9450 -1.5648 2.3666
H 2.8087 -3.8785 3.3380
H 4.0623 -3.7485 5.3411
H 3.6689 -1.9670 5.5485
H 7.0563 -2.2686 4.2689
H 6.2036 -2.9632 5.6986
H 6.1204 -1.2774 5.3299
H 0.6300 -3.7749 4.3128
H 0.9199 -2.5247 5.2034
C -2.7413 0.5632 -5.4942
C -2.3529 1.9868 -5.0347
C -1.8310 1.8631 -3.6297
O -1.3676 3.1632 -3.2702
C -1.0015 3.2177 -1.9171
N -1.3856 2.5777 -5.9632
H -3.1391 0.5214 -6.5081
H -3.4534 0.0063 -4.8853
H -1.8630 -0.0820 -5.5155
H -3.2132 2.6561 -5.0486
H -1.0090 1.1525 -3.5432
H -2.6651 1.5701 -2.9921
H -0.5072 4.1729 -1.7402
H -0.1717 2.5859 -1.6004
H -1.7981 3.1058 -1.1815
H -0.8859 3.3039 -5.4701
H -0.6931 1.8433 -5.9965
C -1.4570 0.2260 7.4487
C -0.9079 0.0511 6.0506
C -0.4961 1.3940 5.3777
O -0.0686 1.0602 4.0638
C 0.4206 2.1014 3.2337
N 0.1617 -0.9652 6.0137
H -0.8267 0.7672 8.1543
H -1.6215 -0.6593 8.0629
H -2.4416 0.6737 7.3141
H -1.7977 -0.3457 5.5619
H 0.2693 1.8532 6.0032
H -1.3732 2.0405 5.3486
H 0.6481 1.6733 2.2575
H 1.3008 2.5466 3.6976
H -0.2979 2.8838 2.9890
H 0.4956 -0.7930 5.0761
H 0.9360 -0.6321 6.5700
C -2.0029 0.5275 0.6154
C -1.2370 -0.7984 0.8045
C 0.1137 -0.7953 0.1341
O 0.0406 -0.4236 -1.2249
C 1.2781 -0.2148 -1.8236
N -1.1304 -0.9800 2.2723
H -1.3369 1.3488 0.8799
H -2.8542 0.6360 1.2874
H -2.4797 0.6873 -0.3517
H -1.8645 -1.6015 0.4180
H 0.5667 -1.7867 0.1397
H 0.7378 -0.1161 0.7148
H 1.9165 0.4862 -1.2858
H 1.1583 0.0910 -2.8629
H 1.8708 -1.1283 -1.7754
H -2.0725 -0.9308 2.6329
H -0.6946 -0.1929 2.7312
C -5.9867 1.4188 2.4516
C -7.0968 2.4227 2.0199
C -7.6345 3.2906 3.1557
O -8.8443 3.9648 2.8508
C -9.0501 5.0951 3.6942
N -6.5818 3.2942 0.9674
H -5.6112 0.8207 1.6213
H -6.2336 0.7165 3.2478
H -5.1311 1.8968 2.9288
H -7.9483 1.8291 1.6871
H -6.8908 3.9954 3.5276
H -7.7936 2.6940 4.0540
H -8.8973 4.7824 4.7271
H -10.0893 5.3621 3.5024
H -8.5390 6.0287 3.4593
H -7.3597 3.9005 0.7496
H -6.6091 2.6508 0.1894
C 4.1226 1.2664 2.3503
C 4.1811 1.1053 0.7821
C 3.8335 2.4236 0.0553
O 2.5407 2.9838 0.4664
C 2.6096 4.3700 0.7412
N 5.4191 0.5519 0.3313
H 4.8184 2.0248 2.7091
H 4.2774 0.2847 2.7982
H 3.1426 1.5700 2.7185
H 3.4327 0.3545 0.5284
H 3.8853 2.2895 -1.0252
H 4.6594 3.0983 0.2805
H 1.6829 4.7535 1.1683
H 2.7603 4.9882 -0.1437
H 3.4297 4.6519 1.4016
H 5.4289 0.6479 -0.6741
H 6.1779 1.1549 0.6152
C 5.1064 -0.4158 -3.7040
C 6.3564 0.3416 -3.3172
C 7.1370 0.8195 -4.5053
O 8.3197 1.6155 -4.0874
C 9.4252 0.7536 -3.8490
N 5.8405 1.4874 -2.5586
H 5.2339 -1.4702 -3.9495
H 4.7402 -0.0521 -4.6640
H 4.2975 -0.4109 -2.9734
H 7.0042 -0.2296 -2.6523
H 6.6287 1.4575 -5.2283
H 7.5018 0.0116 -5.1395
H 10.2996 1.2627 -3.4436
H 9.7861 0.3137 -4.7788
H 9.1295 -0.0302 -3.1517
H 5.2404 1.9716 -3.2109
H 6.6134 2.1357 -2.5088
C 0.0188 -6.2035 2.2651
C -0.0606 -4.7104 1.8066
O -0.7489 -3.9742 2.8163
H 0.3688 -6.2897 3.2938
H 0.7384 -6.7383 1.6453
H -0.9376 -6.6948 2.0861
H -0.6180 -4.5796 0.8791
H 0.9484 -4.3004 1.7616
H -0.8913 -3.0625 2.5518
C -4.0070 -3.1628 3.7066
C -4.3356 -1.9554 2.8212
O -3.9817 -0.9120 3.6804
H -4.2835 -4.1074 3.2382
H -4.4375 -3.1782 4.7079
H -2.9517 -3.2949 3.9451
H -5.3813 -1.8948 2.5195
H -3.7460 -1.9119 1.9054
H -4.6951 -0.8060 4.3140
C -2.5513 -1.9770 -3.0850
C -2.7850 -3.2264 -3.9360
O -3.8479 -3.9304 -3.3652
H -1.7093 -1.3943 -3.4586
H -2.2966 -2.3565 -2.0954
H -3.4643 -1.3886 -2.9943
H -1.9041 -3.8655 -3.9957
H -3.0631 -2.9152 -4.9430
H -3.5453 -4.8390 -3.2986
C 2.4342 -0.4926 -7.1447
C 1.3858 -0.4188 -5.9773
O 0.5941 0.7175 -6.1964
H 3.1766 0.3055 -7.1400
H 2.0039 -0.5196 -8.1458
H 2.9669 -1.4248 -6.9569
H 1.8576 -0.3964 -4.9950
H 0.7739 -1.3152 -6.0773
H 0.0680 0.4988 -6.9691
C -2.1417 4.7043 1.3647
C -3.3075 3.7438 1.6412
O -4.3368 4.5163 2.1007
H -2.3439 5.2354 0.4345
H -1.2337 4.1031 1.3173
H -1.9221 5.5392 2.0301
H -2.9217 3.1414 2.4636
H -3.6618 3.1110 0.8275
H -5.1313 4.0052 1.9302
*
```



# 2
Here is an isolated molecule of C7H10 at a distorted geometry from the Open Molecules 2025 dataset. Energies are from the ωB97M-V functional and the def2-TZVPD basis.

Properties
SMILES string: C1C[C@H]2[C@@H]1[C@H]1C[C@@H]21
Energy above the lowest of the compared OMol25 structures with the same formula, charge and spin in eV: 3.707
HOMO in eV: -8.983
Kohn-Sham gap in eV: 10.194

ORCA input file:
```
! wB97M-V def2-TZVPD RIJCOSX def2/J DEFGRID3
* xyz 0 1
C -1.3062 0.9449 0.1279
C -1.4305 -0.5450 -0.4384
C -0.0264 -0.3692 -1.1100
C 0.0982 1.0446 -0.4000
C 1.2709 0.4656 0.4194
C 0.9579 -0.7570 1.2155
C 1.1724 -0.8778 -0.2678
H -2.0125 1.5744 -0.4232
H -1.1887 1.4990 1.0855
H -1.5053 -1.3930 0.2494
H -2.2374 -0.6777 -1.1789
H 0.0602 -0.5789 -2.1822
H 0.2356 2.1272 -0.5254
H 2.1676 1.0538 0.5834
H 1.7834 -1.1217 1.8235
H -0.0178 -0.8886 1.6742
H 1.9787 -1.5007 -0.6529
*
```



# 3
Here is a structure of composition C3H14N4 at a distorted geometry from the Open Molecules 2025 dataset. Energies are from the ωB97M-V functional and the def2-TZVPD basis.

Properties
Energy above the lowest of the compared OMol25 structures with the same formula, charge and spin in eV: 4.178
HOMO in eV: -17.395
Kohn-Sham gap in eV: 10.293

ORCA input file:
```
! wB97M-V def2-TZVPD RIJCOSX def2/J DEFGRID3
* xyz 2 1
C 1.9403 0.0834 1.0540
C -2.0646 0.4080 -1.1038
C -0.0576 -0.9955 0.0036
N 1.2686 -0.6960 0.0855
N -1.0891 0.6336 -0.0267
N 2.0729 -0.6363 -1.1265
N -1.8321 1.0212 1.1758
H 1.3080 0.8696 1.5388
H 2.4827 -0.4738 1.8262
H 2.6882 0.7728 0.6178
H -2.8220 -0.2837 -0.9415
H -2.5645 1.3550 -1.2991
H -1.5721 -0.0380 -1.9823
H -0.4693 -1.5109 0.8062
H -0.3534 -1.5091 -0.8245
H 3.0884 -0.3762 -0.8331
H 2.1626 -1.6308 -1.4641
H 1.6583 -0.2486 -1.9435
H -2.8005 0.8021 1.0300
H -1.5410 0.3658 1.9625
H -1.5037 2.0875 1.4447
*
```



Calculated E (a.u.), listed in the same order as above: -3375.84310; -272.58177; -340.90348